Formula: H26O13
Source: the Open Molecules 2025 dataset
Level of theory: the ωB97M-V functional and the def2-TZVPD basis

HOMO level, eV: -11.0
Spin multiplicity: 1
Total energy, eV: -27039.067
HOMO-LUMO gap, eV: 10.781

Each line ends with the Mulliken charge.
Element x y z (Å)
O 1.365 -5.083 0.099  -0.62
H 0.691 -4.471 -0.196  0.32
H 1.714 -5.463 -0.708  0.30
O 0.979 1.738 3.596  -0.63
H 1.418 0.890 3.665  0.31
H 1.199 2.052 2.719  0.32
O -1.926 -2.889 -0.763  -0.61
H -1.965 -2.892 -1.720  0.32
H -2.826 -2.715 -0.487  0.31
O 1.516 -2.804 3.491  -0.62
H 2.128 -3.117 4.157  0.30
H 1.408 -3.547 2.896  0.32
O -0.893 -1.484 -4.286  -0.62
H -1.437 -0.861 -4.767  0.31
H -0.197 -0.949 -3.903  0.32
O -2.598 2.681 1.234  -0.63
H -2.549 3.630 1.344  0.30
H -2.656 2.338 2.126  0.33
O 0.164 0.582 -0.353  -0.66
H -0.583 1.176 -0.284  0.32
H -0.185 -0.273 -0.100  0.33
O -0.335 4.648 -3.078  -0.62
H -0.411 5.511 -3.485  0.31
H -0.937 4.095 -3.576  0.31
O 5.096 -1.576 0.481  -0.63
H 4.159 -1.425 0.352  0.32
H 5.344 -0.962 1.173  0.32
O -2.567 -2.695 3.633  -0.63
H -1.748 -2.608 3.145  0.31
H -2.738 -3.637 3.650  0.31
O -5.409 -0.377 -0.152  -0.64
H -5.466 -0.340 -1.106  0.31
H -4.844 0.358 0.085  0.32
O 2.963 2.555 -3.606  -0.63
H 2.604 1.756 -3.991  0.30
H 2.220 2.962 -3.160  0.32
O 2.409 4.234 0.979  -0.61
H 3.202 4.462 0.493  0.31
H 1.691 4.496 0.403  0.31

---

Formula: H26O13
Source: the Open Molecules 2025 dataset
Level of theory: the ωB97M-V functional and the def2-TZVPD basis

HOMO level, eV: -9.7
Spin multiplicity: 1
Total energy, eV: -27037.186
HOMO-LUMO gap, eV: 9.542

Each line ends with the Mulliken charge.
Element x y z (Å)
O 14.030 -0.049 27.090  -0.10
H 13.807 0.836 26.717  0.14
H 14.978 -0.090 27.518  0.18
O 13.796 1.701 24.052  -0.59
H 12.996 2.179 24.107  0.28
H 14.073 1.918 23.238  0.25
O 13.127 -0.690 23.882  -0.67
H 13.233 0.182 24.011  0.43
H 13.038 -0.764 22.860  0.30
O 18.509 0.622 26.816  -0.69
H 17.820 0.567 27.612  0.44
H 19.339 -0.095 26.759  0.29
O 12.381 -1.750 29.026  -0.73
H 12.939 -1.699 29.734  0.34
H 12.511 -0.828 28.776  0.30
O 16.932 -2.505 28.600  -0.63
H 17.642 -2.821 28.104  0.31
H 16.226 -2.729 28.056  0.30
O 10.934 0.604 26.441  -0.64
H 11.310 -0.316 26.584  0.34
H 10.965 0.836 27.388  0.29
O 15.704 -1.126 24.920  -0.65
H 15.491 -2.080 24.676  0.29
H 14.799 -0.789 24.700  0.28
O 16.706 0.212 28.977  -0.74
H 16.428 -0.685 28.952  0.34
H 17.177 0.274 29.739  0.34
O 16.769 1.271 24.739  -0.65
H 17.101 0.514 25.256  0.36
H 15.735 1.161 24.929  0.34
O 15.379 1.952 30.214  -0.74
H 15.764 1.099 29.946  0.41
H 14.673 2.105 29.506  0.38
O 13.149 2.329 28.501  -0.57
H 13.445 3.083 28.095  0.28
H 12.402 2.550 29.027  0.25
O 14.159 -2.944 27.602  -0.77
H 14.138 -2.594 26.705  0.28
H 13.457 -2.510 28.090  0.41

---

Formula: H26O13
Source: the Open Molecules 2025 dataset
Level of theory: the ωB97M-V functional and the def2-TZVPD basis

HOMO level, eV: -7.5
Spin multiplicity: 1
Total energy, eV: -27034.337
HOMO-LUMO gap, eV: 7.168

Each line ends with the Mulliken charge.
Element x y z (Å)
H -0.449 0.617 -0.418  0.19
H -0.459 -0.901 -0.337  0.15
H -3.628 -0.640 1.673  0.30
H -3.801 -1.726 2.722  0.27
H 0.720 -0.725 -3.219  0.31
H 2.144 -0.354 -2.842  0.29
H 2.080 -0.547 -0.664  0.33
H 2.799 -0.282 0.649  0.31
H -0.897 0.648 -2.997  0.28
H -2.079 1.599 -3.094  0.31
H -2.315 -0.773 -0.991  0.25
H -3.652 -0.114 -0.696  0.26
H -1.797 3.725 1.220  0.29
H -0.583 2.816 1.115  0.30
H 1.282 1.003 0.623  0.31
H 2.336 1.886 -0.024  0.40
H -1.115 1.346 -5.799  0.27
H -0.075 1.435 -4.694  0.32
H 2.642 -2.504 0.755  0.32
H 1.156 -2.795 0.616  0.28
H -0.634 -2.644 2.767  0.29
H -1.143 -4.023 3.154  0.29
H 1.889 2.052 2.120  0.34
H 3.085 2.973 2.298  0.17
H 1.166 -1.677 3.020  0.37
H 0.167 -0.942 2.141  0.12
O -0.249 -0.114 0.178  -0.24
O -3.186 -1.408 2.052  -0.54
O 1.285 0.035 -3.041  -0.62
O 2.869 -0.129 -0.300  -0.67
O -1.179 1.537 -2.754  -0.56
O -2.709 -0.036 -0.512  -0.50
O -1.501 2.827 1.407  -0.60
O 1.543 1.925 0.524  -0.74
O -0.963 1.108 -4.877  -0.62
O 1.964 -3.139 1.013  -0.58
O -0.369 -3.570 2.802  -0.58
O 2.721 2.306 1.705  -0.49
O 0.936 -0.796 2.704  -0.57

---

Formula: H26O13
Source: the Open Molecules 2025 dataset
Level of theory: the ωB97M-V functional and the def2-TZVPD basis

HOMO level, eV: -10.5
Spin multiplicity: 1
Total energy, eV: -27038.805
HOMO-LUMO gap, eV: 10.314

Each line ends with the Mulliken charge.
Element x y z (Å)
H -0.093 -0.020 -1.057  0.30
H -0.894 -0.272 0.210  0.25
H 4.196 1.625 0.110  0.33
H 2.806 1.034 0.278  0.25
H -4.713 0.269 2.441  0.31
H -5.501 -0.166 3.666  0.32
H 2.374 4.041 1.110  0.30
H 2.229 3.323 -0.222  0.33
H -1.711 1.769 -2.534  0.26
H -1.575 1.769 -4.048  0.30
H -6.798 -1.156 0.093  0.32
H -5.369 -0.639 0.099  0.29
H -1.755 -1.911 -1.526  0.27
H -2.734 -1.198 -2.444  0.30
H -1.238 4.012 -1.737  0.28
H -0.327 3.969 -0.522  0.31
H -0.650 -2.730 -0.354  0.31
H -0.223 -3.165 1.039  0.27
H 0.515 1.434 2.544  0.28
H 1.880 1.969 2.144  0.34
H 3.698 -1.568 0.030  0.24
H 5.028 -2.258 0.285  0.32
H 2.385 -4.111 -0.821  0.30
H 2.842 -2.691 -1.110  0.32
H 2.570 -2.014 2.393  0.26
H 2.913 -0.690 1.731  0.29
O -0.791 0.358 -0.512  -0.54
O 3.525 1.117 -0.359  -0.61
O -5.614 0.181 2.774  -0.62
O 1.895 3.322 0.682  -0.63
O -1.145 1.452 -3.246  -0.58
O -5.956 -1.244 -0.368  -0.62
O -2.278 -2.038 -2.326  -0.58
O -0.339 4.214 -1.454  -0.59
O -0.782 -2.528 0.579  -0.58
O 1.430 1.160 2.413  -0.59
O 4.650 -1.432 -0.039  -0.55
O 2.865 -3.584 -1.470  -0.62
O 2.685 -1.604 1.528  -0.53

---

Formula: H26O13
Source: the Open Molecules 2025 dataset
Level of theory: the ωB97M-V functional and the def2-TZVPD basis

HOMO level, eV: -10.2
Spin multiplicity: 1
Total energy, eV: -27036.409
HOMO-LUMO gap, eV: 9.828

Each line ends with the Mulliken charge.
Element x y z (Å)
H 0.321 0.251 -0.674  0.24
H 1.258 -0.814 0.002  0.29
H -1.974 2.778 -2.469  0.30
H -1.673 1.417 -3.094  0.29
H 0.561 4.291 -0.122  0.32
H 0.086 5.664 0.165  0.32
H -0.209 -3.654 -1.737  0.31
H -1.320 -4.556 -1.731  0.31
H 2.292 -4.333 -2.026  0.34
H 1.768 -5.086 -3.339  0.33
H -0.258 -3.989 2.612  0.30
H -1.178 -2.952 3.274  0.31
H 1.953 0.464 2.462  0.30
H 1.436 -0.985 1.949  0.29
H -3.024 3.030 0.105  0.28
H -1.901 3.836 0.663  0.34
H -1.117 -5.606 1.301  0.31
H -1.493 -4.126 1.148  0.28
H 1.611 1.057 -5.214  0.31
H 0.622 0.347 -4.236  0.29
H 3.464 1.834 0.774  0.30
H 3.186 3.094 -0.022  0.29
H -0.855 2.173 1.545  0.29
H -0.201 3.120 2.569  0.26
H -1.966 1.074 2.491  0.30
H -0.774 1.480 3.043  0.27
O 1.098 0.176 -0.165  -0.47
O -2.060 2.221 -3.220  -0.59
O 0.734 5.143 -0.432  -0.64
O -1.084 -3.663 -1.413  -0.60
O 1.606 -4.976 -2.398  -0.67
O -0.984 -3.898 3.171  -0.64
O 2.165 -0.349 1.923  -0.63
O -2.782 3.509 0.806  -0.62
O -1.929 -4.993 1.166  -0.58
O 1.466 0.692 -4.324  -0.60
O 2.895 2.605 0.771  -0.58
O -0.407 3.022 1.622  -0.57
O -1.334 0.705 3.054  -0.56

---

Formula: H26O13
Source: the Open Molecules 2025 dataset
Level of theory: the ωB97M-V functional and the def2-TZVPD basis

HOMO level (alpha / beta), eV: -13.7 / -13.6
Charge: +1
<S²>: 0.75
Spin multiplicity: 2
Total energy, eV: -27029.933
HOMO-LUMO gap (alpha / beta), eV: 10.172 / 3.323

Each line ends with the Mulliken charge.
Element x y z (Å)
O 0.172 -0.273 -0.239  -0.02
H 0.181 0.048 0.662  0.06
H -0.532 0.220 -0.662  0.23
O 2.767 1.311 -2.012  -0.70
H 2.231 0.535 -2.171  0.37
H 2.503 1.929 -2.695  0.31
O -3.868 -0.179 -0.477  -0.61
H -3.294 -0.527 -1.159  0.32
H -4.502 0.361 -0.949  0.32
O -0.833 1.155 2.193  -0.45
H -0.494 1.784 2.830  0.26
H -1.095 1.689 1.443  0.14
O 1.771 0.566 3.272  -0.70
H 1.905 1.096 2.486  0.33
H 1.501 1.194 3.942  0.31
O -1.850 0.357 -3.234  -0.66
H -2.047 0.612 -2.333  0.31
H -2.193 1.074 -3.767  0.30
O 0.592 -0.663 -2.991  -0.67
H 0.619 -0.821 -2.047  0.12
H -0.330 -0.489 -3.179  0.51
O 1.340 -2.122 3.043  -0.01
H 0.396 -2.138 3.202  0.48
H 1.544 -1.197 2.908  0.43
O 3.034 -2.033 -1.208  -0.60
H 2.251 -1.596 -0.871  0.27
H 3.300 -2.623 -0.503  0.31
O 1.952 2.285 0.722  -0.61
H 1.971 1.895 -0.152  0.33
H 1.527 3.134 0.597  0.28
O -0.125 -3.190 -0.417  -0.61
H -0.200 -2.240 -0.506  0.35
H -0.224 -3.523 -1.309  0.34
O -1.373 -1.459 2.947  -0.68
H -1.759 -1.817 2.147  0.34
H -1.469 -0.511 2.856  0.35
O -1.597 1.712 -0.814  -0.63
H -2.238 1.975 -0.154  0.30
H -1.532 2.467 -1.399  0.28